Entry from the OMol25 dataset: the molecule C5H7N in a non-equilibrium geometry (ωB97M-V/def2-TZVPD).

Output
DFT total energy = -6782.7988 eV
HOMO level = -0.3328 Ha
ΔE to the lowest compared entry with this formula, charge and spin = 5.714 eV
LUMO energy = 1.07 eV

```
13
C5H7N (ωB97M-V/def2-TZVPD)
C 1.17 -0.33 0.62
C 0.46 -0.65 -0.66
C 0.75 0.79 -0.28
C -0.79 1.08 -0.31
N -1.58 -0.06 0.67
C -1.06 -0.35 -0.62
H 2.24 -0.55 0.59
H 0.75 -0.48 1.61
H 0.90 -1.26 -1.44
H 1.50 1.46 -0.71
H -1.59 1.40 0.45
H -0.99 -0.29 1.45
H -1.75 -0.75 -1.35
```

Let us look at the natural (NBO) charges, expressed in e, one per atom: atom 1 (C): -0.42, atom 2 (C): -0.24, atom 3 (C): -0.26, atom 4 (C): -0.19, atom 5 (N): -0.56, atom 6 (C): -0.10, atom 7 (H): 0.23, atom 8 (H): 0.19, atom 9 (H): 0.23, atom 10 (H): 0.23, atom 11 (H): 0.32, atom 12 (H): 0.36, atom 13 (H): 0.20

Entry from the OMol25 dataset: the molecule C4H10OS in a non-equilibrium geometry (ωB97M-V/def2-TZVPD).

Output
DFT total energy = -17191.1795 eV
HOMO level = -0.3389 Ha
ΔE to the lowest compared entry with this formula, charge and spin = 1.646 eV
LUMO energy = 0.78 eV

```
16
C4H10OS (ωB97M-V/def2-TZVPD)
O 0.21 1.58 -2.50
C 1.05 0.85 -1.69
C 0.31 0.04 -0.73
C 1.18 -0.68 0.26
C 0.20 -1.20 1.34
S -1.40 -0.26 1.69
H -0.49 1.81 -1.95
H 1.97 1.52 -1.36
H 1.54 -0.02 -2.23
H -0.31 0.70 -0.27
H -0.44 -0.65 -1.20
H 1.66 -1.42 -0.25
H 1.90 0.07 0.56
H 0.73 -1.31 2.30
H -0.21 -2.19 1.08
H -2.17 -1.10 1.14
```

Let us look at the natural (NBO) charges, expressed in e, one per atom: atom 1 (O): -0.70, atom 2 (C): -0.05, atom 3 (C): -0.42, atom 4 (C): -0.42, atom 5 (C): -0.48, atom 6 (S): -0.06, atom 7 (H): 0.46, atom 8 (H): 0.16, atom 9 (H): 0.15, atom 10 (H): 0.19, atom 11 (H): 0.20, atom 12 (H): 0.21, atom 13 (H): 0.21, atom 14 (H): 0.22, atom 15 (H): 0.22, atom 16 (H): 0.11

Entry from the OMol25 dataset: a structure of composition C40H35BrN12NaO2PS (ωB97M-V/def2-TZVPD).

Output
DFT total energy = -158608.7449 eV
HOMO level = -0.2307 Ha
ΔE to the lowest compared entry with this formula, charge and spin = 0.000 eV
LUMO energy = -0.26 eV

```
93
C40H35BrN12NaO2PS (ωB97M-V/def2-TZVPD)
Na 0.03 0.45 0.25
O 1.17 4.19 -0.55
C 2.09 4.41 0.34
C 3.19 5.26 0.07
C 4.17 5.51 1.01
C 4.12 4.92 2.27
C 3.05 4.08 2.56
C 2.06 3.80 1.63
C 0.88 2.91 1.99
O 0.19 2.49 0.87
N 1.34 1.71 2.72
N 0.58 0.62 2.71
C 0.76 -0.28 3.60
C 0.06 -1.56 3.60
Br -1.10 -1.88 2.14
C 0.29 -2.48 4.54
C -0.24 -3.84 4.71
C 0.63 -4.83 5.16
C 0.19 -6.13 5.35
C -1.14 -6.46 5.11
C -2.01 -5.47 4.68
C -1.57 -4.17 4.48
H 0.46 3.19 0.12
H 3.22 5.73 -0.90
H 4.99 6.17 0.76
H 4.88 5.12 3.01
H 3.00 3.64 3.55
H 0.20 3.47 2.66
H 1.94 1.85 3.52
H 1.49 -0.14 4.40
H 1.03 -2.18 5.28
H 1.67 -4.58 5.36
H 0.88 -6.89 5.69
H -1.49 -7.47 5.26
H -3.05 -5.72 4.50
H -2.27 -3.41 4.15
C 2.79 -4.71 -1.75
N 2.47 -3.77 -0.70
C 2.67 -3.98 0.64
C 2.25 -2.85 1.27
N 1.79 -1.94 0.36
C 1.93 -2.51 -0.82
P 1.53 -1.84 -2.45
C 2.16 -0.14 -2.29
N 2.33 0.56 -1.19
C 2.96 1.72 -1.57
C 3.16 1.71 -2.92
N 2.65 0.52 -3.38
C 2.67 0.08 -4.76
C -0.28 -1.65 -2.30
N -0.97 -1.23 -1.26
C -2.29 -1.34 -1.60
C -2.40 -1.83 -2.86
N -1.12 -2.03 -3.31
C -0.77 -2.52 -4.63
H 3.12 -5.64 -1.29
H 3.59 -4.33 -2.39
H 1.91 -4.92 -2.36
H 3.08 -4.91 1.01
H 2.25 -2.64 2.33
H 3.21 2.49 -0.86
H 3.60 2.43 -3.59
H 3.01 0.90 -5.38
H 1.67 -0.21 -5.09
H 3.34 -0.77 -4.89
H -3.07 -1.05 -0.92
H -3.26 -2.04 -3.48
H -1.67 -2.88 -5.12
H -0.06 -3.35 -4.55
H -0.33 -1.73 -5.24
S -6.66 4.01 -3.00
N -5.14 3.91 -3.52
C -4.46 3.26 -2.59
C -3.04 2.95 -2.63
C -2.21 3.38 -3.67
C -0.88 3.06 -3.61
C -0.42 2.30 -2.54
N -1.20 1.86 -1.57
C -2.49 2.21 -1.58
C -3.32 1.80 -0.42
N -2.72 1.16 0.59
C -3.44 0.83 1.65
C -4.80 1.11 1.77
C -5.43 1.76 0.74
C -4.68 2.12 -0.38
C -5.26 2.85 -1.50
N -6.53 3.20 -1.61
H -2.63 3.96 -4.48
H -0.18 3.41 -4.37
H 0.63 2.06 -2.46
H -2.90 0.33 2.45
H -5.33 0.81 2.67
H -6.49 2.00 0.78
```

Let us look at the natural (NBO) charges, expressed in e, one per atom: atom 1 (Na): 0.85, atom 2 (O): -0.79, atom 3 (C): 0.37, atom 4 (C): -0.31, atom 5 (C): -0.19, atom 6 (C): -0.32, atom 7 (C): -0.13, atom 8 (C): -0.21, atom 9 (C): 0.28, atom 10 (O): -0.81, atom 11 (N): -0.41, atom 12 (N): -0.19, atom 13 (C): -0.09, atom 14 (C): -0.08, atom 15 (Br): 0.08, atom 16 (C): -0.24, atom 17 (C): -0.09, atom 18 (C): -0.14, atom 19 (C): -0.23, atom 20 (C): -0.21, atom 21 (C): -0.21, atom 22 (C): -0.18, atom 23 (H): 0.50, atom 24 (H): 0.21, atom 25 (H): 0.20, atom 26 (H): 0.20, atom 27 (H): 0.17, atom 28 (H): 0.14, atom 29 (H): 0.35, atom 30 (H): 0.17, atom 31 (H): 0.21, atom 32 (H): 0.20, atom 33 (H): 0.21, atom 34 (H): 0.21, atom 35 (H): 0.21, atom 36 (H): 0.22, atom 37 (C): -0.40, atom 38 (N): -0.34, atom 39 (C): -0.08, atom 40 (C): -0.09, atom 41 (N): -0.43, atom 42 (C): 0.05, atom 43 (P): 0.71, atom 44 (C): 0.04, atom 45 (N): -0.46, atom 46 (C): -0.07, atom 47 (C): -0.10, atom 48 (N): -0.34, atom 49 (C): -0.40, atom 50 (C): 0.06, atom 51 (N): -0.47, atom 52 (C): -0.08, atom 53 (C): -0.09, atom 54 (N): -0.34, atom 55 (C): -0.40, atom 56 (H): 0.22, atom 57 (H): 0.21, atom 58 (H): 0.21, atom 59 (H): 0.22, atom 60 (H): 0.21, atom 61 (H): 0.25, atom 62 (H): 0.22, atom 63 (H): 0.22, atom 64 (H): 0.20, atom 65 (H): 0.21, atom 66 (H): 0.22, atom 67 (H): 0.22, atom 68 (H): 0.22, atom 69 (H): 0.22, atom 70 (H): 0.21, atom 71 (S): 0.90, atom 72 (N): -0.62, atom 73 (C): 0.19, atom 74 (C): -0.15, atom 75 (C): -0.13, atom 76 (C): -0.24, atom 77 (C): 0.07, atom 78 (N): -0.44, atom 79 (C): 0.26, atom 80 (C): 0.15, atom 81 (N): -0.40, atom 82 (C): 0.06, atom 83 (C): -0.26, atom 84 (C): -0.14, atom 85 (C): -0.04, atom 86 (C): 0.08, atom 87 (N): -0.60, atom 88 (H): 0.23, atom 89 (H): 0.22, atom 90 (H): 0.21, atom 91 (H): 0.21, atom 92 (H): 0.22, atom 93 (H): 0.23